No. 1
Molecular formula: C6H18AlN3OP
Method: DFT, wB97M-V/def2-TZVPD

orbital gap: 4.816 eV
calculated total energy: -28884.7751 eV
energy above the lowest of the compared OMol25 structures with the same formula, charge and spin: 0.000 eV
LUMO level: -15.85 eV

Geometry as ORCA input:
```
! RIJCOSX wB97M-V def2-TZVPD def2/J DEFGRID3
* xyz 3 1
Al -4.22 -2.43 1.35
O -1.79 -0.80 0.79
P -0.54 -0.28 0.23
N -0.53 0.04 -1.44
C 0.54 0.81 -2.13
C -1.86 0.24 -2.06
N 0.81 -1.32 0.41
C 1.57 -1.93 -0.66
C 0.88 -1.94 1.72
N -0.06 1.19 0.88
C -1.05 2.13 1.46
C 1.32 1.55 1.12
H 0.87 0.19 -2.97
H 1.44 0.97 -1.53
H 0.22 1.78 -2.51
H -2.56 0.74 -1.39
H -2.20 -0.78 -2.25
H -1.79 0.71 -3.04
H 1.03 -2.83 -1.01
H 1.59 -1.30 -1.55
H 2.55 -2.21 -0.27
H 0.45 -1.32 2.49
H 0.27 -2.86 1.68
H 1.88 -2.28 2.03
H -2.01 1.63 1.61
H -0.73 2.51 2.43
H -1.14 2.94 0.73
H 2.03 1.26 0.35
H 1.63 0.99 2.03
H 1.39 2.58 1.48
*
```

Atomic partial charges in e from the Löwdin method, atoms 1 to 6: number 1, Al, carries 1.08; number 2, O, carries -0.36; number 3, P, carries 0.58; number 4, N, carries -0.14; number 5, C, carries -0.02; number 6, C, carries 0.00

No. 2
Molecular formula: C56H126F6N10O12S6
Method: DFT, wB97M-V/def2-TZVPD

orbital gap: 5.319 eV
calculated total energy: -180854.6808 eV
energy above the lowest of the compared OMol25 structures with the same formula, charge and spin: 11.324 eV
LUMO level: -8.09 eV

Geometry as ORCA input:
```
! RIJCOSX wB97M-V def2-TZVPD def2/J DEFGRID3
* xyz 4 1
C -3.15 -1.04 -4.31
C -3.83 -0.18 -3.34
C -3.28 1.30 -3.41
N -4.14 2.30 -2.65
C -4.14 1.88 -1.16
C -3.89 3.83 -2.93
C -5.21 4.60 -2.80
C -6.35 3.61 -2.60
C -5.66 2.26 -2.98
H -3.52 -0.81 -5.31
H -3.13 -2.11 -4.08
H -2.11 -0.72 -4.37
H -3.53 -0.63 -2.40
H -4.90 -0.25 -3.51
H -3.22 1.63 -4.45
H -2.23 1.37 -3.15
H -4.89 2.52 -0.70
H -3.20 2.17 -0.69
H -4.27 0.82 -0.95
H -3.14 4.25 -2.26
H -3.32 3.91 -3.86
H -5.20 5.44 -2.09
H -5.29 5.13 -3.75
H -6.66 3.66 -1.56
H -7.25 3.89 -3.15
H -6.26 1.42 -2.60
H -5.61 2.14 -4.06
C 4.08 -3.97 -1.13
C 3.30 -3.14 -2.22
C 4.31 -2.46 -3.10
N 4.25 -0.93 -3.26
C 4.39 -0.34 -1.82
C 2.97 -0.41 -4.02
C 3.59 0.41 -5.12
C 4.84 -0.27 -5.49
C 5.46 -0.46 -4.13
H 3.39 -4.09 -0.30
H 4.95 -3.45 -0.73
H 4.48 -4.89 -1.55
H 2.49 -2.55 -1.78
H 2.64 -3.83 -2.75
H 4.32 -3.09 -3.99
H 5.28 -2.53 -2.61
H 5.20 -0.94 -1.42
H 3.46 -0.36 -1.25
H 4.63 0.72 -1.78
H 2.30 0.27 -3.48
H 2.49 -1.29 -4.44
H 3.76 1.38 -4.65
H 2.95 0.58 -5.99
H 5.50 0.39 -6.06
H 4.65 -1.18 -6.07
H 5.83 0.45 -3.67
H 6.28 -1.18 -4.14
C 7.66 -0.81 7.92
C 7.15 -0.03 6.76
C 6.23 -0.70 5.73
N 5.93 0.21 4.49
C 7.11 0.33 3.59
C 5.18 1.48 4.86
C 4.30 1.93 3.72
C 3.99 0.68 2.87
C 4.74 -0.45 3.67
H 6.92 -1.41 8.46
H 8.12 -0.10 8.61
H 8.42 -1.50 7.55
H 7.88 0.67 6.38
H 6.65 0.77 7.31
H 5.26 -0.78 6.21
H 6.52 -1.71 5.44
H 6.77 0.87 2.70
H 7.59 -0.64 3.46
H 7.79 1.03 4.08
H 5.79 2.27 5.29
H 4.48 1.14 5.62
H 4.73 2.61 2.99
H 3.58 2.50 4.31
H 4.31 0.77 1.83
H 2.94 0.42 2.75
H 4.95 -1.25 2.96
H 4.03 -0.89 4.37
C -7.07 1.54 3.90
C -5.60 1.71 3.28
C -4.65 2.16 4.36
N -3.20 2.37 3.91
C -3.21 3.44 2.89
C -2.38 2.65 5.13
C -1.08 2.07 4.77
C -1.26 0.78 4.09
C -2.57 1.01 3.39
H -7.21 0.80 4.69
H -7.67 1.30 3.02
H -7.37 2.51 4.29
H -5.68 2.39 2.43
H -5.30 0.76 2.84
H -4.64 1.44 5.18
H -5.01 3.02 4.92
H -2.21 3.79 2.62
H -3.66 4.36 3.26
H -3.62 3.19 1.91
H -2.60 3.69 5.33
H -2.69 2.07 6.00
H -0.61 2.68 4.00
H -0.33 2.04 5.57
H -0.54 0.60 3.30
H -1.40 -0.14 4.66
H -2.51 1.07 2.31
H -3.35 0.30 3.66
C -3.97 -4.01 -2.23
C -4.83 -5.24 -2.20
C -6.36 -4.77 -1.97
N -7.35 -5.86 -2.47
C -7.30 -5.83 -4.11
C -8.81 -5.59 -1.95
C -9.41 -7.04 -1.89
C -8.32 -8.05 -2.04
C -7.00 -7.27 -1.97
H -4.08 -3.58 -1.23
H -4.39 -3.20 -2.83
H -2.92 -4.19 -2.47
H -4.48 -5.92 -1.43
H -4.60 -5.60 -3.21
H -6.65 -3.80 -2.38
H -6.58 -4.69 -0.91
H -7.78 -6.75 -4.46
H -6.30 -5.92 -4.53
H -7.98 -5.09 -4.53
H -9.36 -4.88 -2.56
H -8.71 -5.27 -0.91
H -10.12 -7.04 -2.72
H -9.88 -7.20 -0.91
H -8.50 -8.72 -2.88
H -8.33 -8.60 -1.10
H -6.17 -7.60 -2.60
H -6.64 -7.30 -0.94
C 1.61 3.36 0.26
C 2.27 4.81 0.24
C 3.76 4.65 0.67
N 4.57 5.98 0.76
C 5.04 6.48 -0.60
C 3.72 7.22 1.41
C 4.77 8.13 1.96
C 5.84 7.23 2.57
C 5.77 5.91 1.76
H 1.90 2.70 -0.56
H 0.55 3.55 0.11
H 1.92 2.80 1.15
H 1.76 5.40 1.01
H 2.13 5.43 -0.65
H 4.29 3.95 0.03
H 3.82 4.06 1.59
H 5.73 7.30 -0.40
H 4.23 6.73 -1.28
H 5.65 5.69 -1.05
H 3.20 7.60 0.54
H 3.04 6.69 2.08
H 5.23 8.72 1.17
H 4.45 8.94 2.63
H 6.82 7.71 2.53
H 5.67 6.93 3.60
H 6.69 5.84 1.17
H 5.75 5.02 2.40
C -3.08 -2.50 1.87
C -1.92 -3.27 2.66
C -0.38 -2.99 2.18
N 0.72 -3.56 3.21
C 0.60 -2.91 4.59
C 2.18 -3.35 2.56
C 3.09 -4.27 3.41
C 2.22 -5.45 3.67
C 0.78 -5.07 3.26
H -2.80 -2.61 0.82
H -2.96 -1.46 2.17
H -4.08 -2.91 1.93
H -2.11 -4.33 2.48
H -2.16 -3.07 3.70
H -0.06 -1.95 2.11
H -0.12 -3.47 1.24
H 0.61 -1.82 4.66
H 1.37 -3.45 5.14
H -0.34 -3.40 4.88
H 2.47 -2.32 2.40
H 2.02 -3.76 1.56
H 3.41 -3.93 4.40
H 4.05 -4.43 2.93
H 2.28 -5.80 4.70
H 2.59 -6.31 3.10
H -0.04 -5.57 3.78
H 0.60 -5.43 2.25
N 0.65 -1.49 -0.35
S -0.38 -2.03 -1.58
O -0.10 -1.66 -2.98
O -1.76 -2.06 -1.13
F 0.08 -3.56 -1.56
S 0.34 -0.08 -0.58
O -1.06 0.39 -0.38
O 1.13 0.61 -1.58
F 0.88 0.44 0.85
N 2.03 -2.02 -7.22
S 0.76 -1.33 -7.11
O -0.34 -1.89 -7.91
O 0.82 0.14 -6.93
F 0.30 -1.79 -5.66
S 2.49 -1.10 -8.54
O 3.41 0.00 -8.33
O 1.72 -1.04 -9.74
F 3.57 -2.17 -9.08
N -0.89 4.82 -3.24
S 0.08 3.82 -3.77
O 1.38 4.29 -4.14
O -0.53 2.75 -4.61
F 0.39 3.05 -2.41
S -0.68 5.99 -4.47
O -0.30 5.53 -5.78
O -0.09 7.23 -4.02
F -2.18 6.44 -4.61
*
```

Atomic partial charges in e from the Löwdin method, atoms 1 to 6: number 1, C, carries -0.10; number 2, C, carries -0.24; number 3, C, carries -0.08; number 4, N, carries -0.18; number 5, C, carries 0.01; number 6, C, carries -0.07

No. 3
Molecular formula: C30H46BN8O5S
Method: DFT, wB97M-V/def2-TZVPD

orbital gap: 5.718 eV
calculated total energy: -65518.2860 eV
LUMO level: -3.68 eV

Geometry as ORCA input:
```
! RIJCOSX wB97M-V def2-TZVPD def2/J DEFGRID3
* xyz 1 1
C 5.01 0.27 -0.38
C 4.08 -0.42 0.60
O 3.52 -1.64 0.07
C 2.69 -1.51 -0.99
O 2.92 -2.03 -2.03
C 1.42 -0.71 -0.73
C 0.44 -0.78 -1.91
C -0.16 0.54 -2.35
N -1.03 1.22 -1.33
C -0.35 2.27 -0.54
C -0.69 1.95 0.91
N -1.73 0.90 0.85
O -3.01 1.50 1.24
C -1.79 0.49 -0.48
N -2.59 -0.51 -0.81
S -3.34 -1.50 0.40
C -2.91 -0.88 -2.20
B -4.45 -1.19 -2.46
O -5.41 -0.79 -1.55
O -4.71 -1.75 -3.67
H 4.66 0.18 -1.42
H 5.07 1.34 -0.15
H 6.01 -0.15 -0.34
H 3.29 0.24 0.96
H 4.64 -0.74 1.48
H 0.97 -1.15 0.17
H 1.68 0.31 -0.45
H -0.34 -1.52 -1.67
H 0.97 -1.19 -2.78
H 0.64 1.24 -2.61
H -0.73 0.39 -3.28
H 0.73 2.24 -0.67
H -0.66 3.26 -0.85
H -1.13 2.81 1.43
H 0.15 1.58 1.49
H -3.58 1.51 0.46
H -2.31 -1.51 1.26
H -2.60 -0.07 -2.87
H -2.33 -1.76 -2.49
H -5.95 -1.51 -1.19
H -5.53 -2.27 -3.72
N 7.94 -3.58 -2.01
C 7.75 -4.50 -1.01
C 6.43 -4.43 -0.64
C 5.80 -3.44 -1.45
C 6.77 -2.93 -2.28
H 8.81 -3.41 -2.48
H 8.55 -5.12 -0.66
H 5.96 -5.03 0.12
H 4.78 -3.12 -1.41
H 6.71 -2.18 -3.05
N -1.88 6.37 -1.49
C -2.06 7.64 -1.02
C -0.96 8.37 -1.35
C -0.07 7.52 -2.06
C -0.67 6.29 -2.13
H -2.54 5.62 -1.39
H -2.96 7.91 -0.49
H -0.80 9.41 -1.12
H 0.89 7.78 -2.47
H -0.33 5.37 -2.58
N -6.65 1.57 0.75
C -7.93 1.44 0.27
C -8.75 2.17 1.08
C -7.94 2.76 2.10
C -6.65 2.38 1.86
H -5.84 1.14 0.36
H -8.13 0.85 -0.61
H -9.82 2.26 0.97
H -8.28 3.39 2.90
H -5.74 2.60 2.39
N -9.51 0.64 4.10
C -9.17 -0.68 4.20
C -9.64 -1.16 5.39
C -10.31 -0.09 6.04
C -10.21 1.00 5.22
H -9.29 1.24 3.33
H -8.61 -1.16 3.41
H -9.53 -2.17 5.75
H -10.80 -0.12 7.00
H -10.58 2.01 5.34
N 11.68 -4.58 -0.14
C 12.53 -4.28 0.88
C 13.19 -5.43 1.23
C 12.72 -6.46 0.38
C 11.78 -5.91 -0.46
H 11.06 -3.93 -0.59
H 12.60 -3.28 1.27
H 13.93 -5.52 2.00
H 13.02 -7.50 0.38
H 11.19 -6.35 -1.24
*
```

Atomic partial charges in e from the Löwdin method, atoms 1 to 6: number 1, C, carries -0.05; number 2, C, carries -0.20; number 3, O, carries -0.02; number 4, C, carries -0.49; number 5, O, carries 0.15; number 6, C, carries -0.07

What is the formula in the third record? C30H46BN8O5S